[1]
Entry from the Open Molecules 2025 dataset: a single C22H24N4O3S molecule in a non-equilibrium geometry (ωB97M-V/def2-TZVPD).

```
54
Properties=species:S:1:pos:R:3:lowdin_charge:R:1
C 3.38 1.77 5.22 -0.101
O 3.11 0.46 4.80 -0.225
C 3.39 -0.51 5.80 -0.238
C 3.08 -1.90 5.25 -0.146
C 1.59 -2.12 4.99 -0.180
N 1.11 -1.28 3.92 0.057
C 0.72 -1.77 2.73 -0.328
N 0.53 -3.08 2.58 0.131
C 0.10 -3.52 1.41 -0.214
N -0.19 -2.82 0.33 0.121
C 0.00 -1.50 0.45 -0.243
C 0.45 -0.92 1.64 -0.370
S 0.61 0.82 1.55 1.089
C 0.05 0.79 -0.11 -0.506
N -0.11 1.89 -0.81 0.133
C -0.56 1.78 -2.06 -0.134
C -0.78 3.05 -2.74 -0.213
C -1.79 3.49 -3.57 -0.016
C -1.51 4.85 -3.83 -0.056
C -0.37 5.13 -3.15 -0.114
O 0.07 4.06 -2.49 0.066
C -0.81 0.53 -2.65 -0.054
C -0.65 -0.63 -1.89 -0.088
C -0.23 -0.51 -0.57 -0.100
C -0.98 -1.92 -2.55 -0.060
C -2.31 -1.78 -3.31 -0.550
C -3.47 -1.71 -2.30 -0.004
C -2.51 -2.98 -4.25 -0.016
O -2.36 -0.60 -4.11 -0.078
C -1.24 0.26 -4.06 -0.128
H 4.44 1.90 5.47 0.091
H 2.77 2.05 6.09 0.092
H 3.13 2.42 4.38 0.091
H 4.45 -0.45 6.09 0.124
H 2.78 -0.31 6.69 0.127
H 3.43 -2.64 5.97 0.116
H 3.63 -2.04 4.32 0.123
H 1.39 -3.15 4.70 0.108
H 1.02 -1.88 5.90 0.122
H 1.42 -0.32 3.95 0.102
H -0.04 -4.59 1.34 0.107
H -2.64 2.93 -3.90 0.114
H -2.09 5.51 -4.44 0.100
H 0.21 6.03 -3.08 0.121
H -0.19 -2.16 -3.27 0.141
H -1.03 -2.72 -1.82 0.110
H -3.32 -0.87 -1.63 0.088
H -4.40 -1.56 -2.83 0.087
H -3.52 -2.63 -1.72 0.090
H -1.71 -3.01 -4.99 0.085
H -3.46 -2.90 -4.76 0.085
H -2.49 -3.91 -3.68 0.087
H -1.54 1.16 -4.59 0.114
H -0.39 -0.20 -4.60 0.141
```

Output
Orbital gap ... 8.21 eV
HOMO level ... -8.1 eV
Energy relative to the best compared isomer or geometry (same formula, charge and spin) ... 38.5 kcal/mol

***

[2]
Entry from the Open Molecules 2025 dataset: a single C5H8N2 molecule in a non-equilibrium geometry (ωB97M-V/def2-TZVPD).

```
15
Properties=species:S:1:pos:R:3:lowdin_charge:R:1
C 2.24 -0.17 -0.89 -0.032
N 1.07 -0.60 -0.74 0.048
C 0.27 -0.32 0.35 -0.505
C 0.65 0.92 1.19 -0.026
N -0.63 -1.34 0.93 0.237
C -1.15 -0.60 0.11 -0.314
C -2.31 -0.36 -0.70 -0.015
H 2.82 -0.43 -1.70 0.038
H 2.80 0.25 0.00 0.088
H 0.57 1.82 0.58 0.077
H 1.70 0.71 1.35 0.044
H -0.02 1.02 2.04 0.080
H -2.17 -0.61 -1.75 0.091
H -2.73 0.67 -0.49 0.111
H -3.10 -0.97 -0.27 0.078
```

Output
Orbital gap ... 9.47 eV
HOMO level ... -8.5 eV
Energy relative to the best compared isomer or geometry (same formula, charge and spin) ... 74.3 kcal/mol

***

[3]
Entry from the Open Molecules 2025 dataset: a molecular structure, C25H20N3OReS3Si in a non-equilibrium geometry (ωB97M-V/def2-TZVPD).

```
54
Properties=species:S:1:pos:R:3:lowdin_charge:R:1
Re 10.29 12.34 12.56 0.817
S 11.38 13.10 14.33 0.534
C 11.31 14.91 14.32 -0.571
C 12.47 15.61 14.41 -0.105
C 12.56 16.91 13.96 -0.184
C 13.68 17.80 14.25 -0.173
N 14.60 18.40 14.67 0.142
C 11.47 17.52 13.26 -0.200
C 10.20 16.87 13.23 -0.034
C 10.14 15.62 13.81 -0.487
S 8.51 14.78 13.94 0.877
C 11.60 18.84 12.81 -0.205
N 11.61 20.01 12.60 0.141
H 13.42 15.17 14.75 0.123
H 9.35 17.25 12.71 0.103
O 10.48 12.48 10.62 -0.310
N 11.07 11.43 9.95 -0.160
C 10.90 11.38 8.62 -0.052
C 11.63 10.55 7.78 -0.063
C 12.51 9.62 8.46 -0.091
C 12.75 9.72 9.82 -0.085
C 11.96 10.63 10.68 -0.661
S 12.26 10.85 12.30 0.683
H 10.09 11.95 8.24 0.122
H 11.40 10.65 6.70 0.109
H 13.09 8.94 7.78 0.109
H 13.47 9.05 10.32 0.104
C 6.10 9.59 12.94 -0.210
Si 7.45 8.68 13.84 0.425
C 7.71 7.02 13.14 -0.207
C 7.50 8.76 15.77 -0.193
C 8.77 9.99 13.58 -0.174
C 9.25 11.16 13.50 -0.432
H 6.19 9.77 11.84 0.045
H 5.85 10.49 13.50 0.028
H 5.17 9.01 13.05 0.014
H 6.98 6.62 12.47 0.010
H 7.91 6.37 14.05 0.049
H 8.71 7.01 12.62 0.046
H 6.72 8.26 16.34 0.004
H 7.13 9.78 15.97 0.033
H 8.52 8.52 16.11 0.030
C 8.78 13.54 12.56 -0.603
C 7.74 13.59 11.63 -0.309
C 6.95 14.80 11.46 -0.080
C 5.89 14.79 10.54 -0.102
C 5.71 13.72 9.61 -0.111
C 6.42 12.52 9.79 -0.126
C 7.36 12.46 10.77 -0.062
H 7.13 15.72 12.01 0.058
H 5.23 15.70 10.37 0.106
H 5.04 13.90 8.78 0.081
H 6.11 11.71 9.09 0.106
H 7.91 11.54 11.05 0.091
```

Output
Orbital gap (alpha / beta) ... 5.25 / 6.06 eV
Net charge ... -1
Spin multiplicity ... 2
HOMO level (alpha / beta) ... -3.1 / -4.0 eV
Energy relative to the best compared isomer or geometry (same formula, charge and spin) ... 33.4 kcal/mol

***

[4]
Entry from the Open Molecules 2025 dataset: 2 unconnected molecules or ions with the total composition C5H9NS in a non-equilibrium geometry (ωB97M-V/def2-TZVPD).

```
16
Properties=species:S:1:pos:R:3:lowdin_charge:R:1
C -1.32 -1.07 0.31 -0.140
C -2.48 -0.20 0.69 -0.092
C -0.91 0.95 -1.33 0.047
C 2.29 -1.22 0.07 -0.305
C -1.53 0.24 -0.36 -0.288
N 3.11 1.17 0.37 -0.313
S 1.88 0.13 0.96 0.807
H -0.43 -1.03 0.93 0.038
H -1.27 -1.98 -0.20 0.086
H -3.42 -0.49 0.25 0.100
H -2.58 0.42 1.58 0.108
H -1.29 1.85 -1.78 0.045
H -0.01 0.51 -1.62 0.025
H 1.83 -2.09 0.31 -0.118
H 2.65 2.04 0.29 -0.009
H 3.48 0.77 -0.47 0.009
```

Output
Orbital gap ... 8.79 eV
HOMO level ... -8.8 eV
Energy relative to the best compared isomer or geometry (same formula, charge and spin) ... 133.3 kcal/mol

***

[5]
Entry from the Open Molecules 2025 dataset: a molecular structure, C62H52N8O4P3Pd (ωB97M-V/def2-TZVPD).

```
130
Properties=species:S:1:pos:R:3:lowdin_charge:R:1
Pd 0.35 -0.49 0.14 0.880
O -3.62 -0.03 1.73 0.120
C -2.67 -0.58 1.23 -0.644
O -1.80 0.07 0.46 -0.329
C -2.41 -2.07 1.38 -0.199
P -1.04 -2.59 0.30 1.053
C -1.73 -2.93 -1.32 -0.361
C -2.86 -2.25 -1.79 -0.076
C -3.36 -2.52 -3.05 -0.052
C -2.72 -3.45 -3.87 -0.050
C -1.59 -4.12 -3.42 -0.057
C -1.10 -3.86 -2.15 -0.091
C -0.41 -4.15 0.94 -0.377
C -1.30 -5.21 1.13 -0.068
C -0.85 -6.41 1.64 -0.040
C 0.50 -6.57 1.95 -0.041
C 1.39 -5.53 1.76 -0.056
C 0.94 -4.32 1.25 -0.117
H -3.33 -2.62 1.17 0.117
H -2.14 -2.29 2.42 0.111
H -3.37 -1.53 -1.16 0.106
H -4.25 -2.01 -3.40 0.119
H -3.12 -3.66 -4.85 0.120
H -1.12 -4.86 -4.04 0.117
H -0.23 -4.41 -1.79 0.112
H -2.35 -5.10 0.87 0.120
H -1.54 -7.23 1.78 0.122
H 0.85 -7.52 2.35 0.122
H 2.44 -5.66 1.99 0.115
H 1.63 -3.51 1.09 0.063
O 7.48 1.80 2.12 0.147
N 6.49 2.26 1.62 -0.334
O 6.35 3.41 1.20 0.086
C 5.27 1.42 1.60 -0.065
C 5.05 0.65 2.68 0.091
C 3.84 -0.10 2.79 -0.109
C 3.56 -0.91 3.90 0.047
C 2.37 -1.59 3.96 0.005
C 1.47 -1.46 2.89 -0.114
N 1.72 -0.71 1.83 0.019
C 2.88 -0.02 1.76 -0.145
C 3.15 0.80 0.60 -0.162
N 2.20 0.84 -0.36 0.032
C 2.45 1.48 -1.49 -0.095
C 3.66 2.15 -1.72 0.000
C 4.60 2.18 -0.73 0.057
C 4.36 1.50 0.49 -0.057
H 5.79 0.61 3.47 0.149
H 4.28 -0.99 4.70 0.142
H 2.11 -2.23 4.80 0.131
H 0.52 -1.98 2.91 0.110
H 1.67 1.46 -2.24 0.104
H 3.83 2.62 -2.68 0.083
H 5.53 2.71 -0.88 0.127
C 0.78 3.19 1.10 -0.432
P -0.61 1.97 0.85 1.079
C -1.35 2.03 2.49 -0.378
C -2.61 2.56 2.74 -0.093
C -3.10 2.59 4.04 -0.038
C -2.33 2.11 5.09 -0.033
C -1.06 1.58 4.84 -0.050
C -0.58 1.54 3.54 -0.103
C -1.59 2.63 -0.50 -0.333
C -2.95 2.35 -0.61 -0.068
C -3.66 2.84 -1.70 -0.032
C -3.02 3.55 -2.70 -0.035
C -1.66 3.80 -2.61 -0.057
C -0.94 3.34 -1.51 -0.109
P 0.31 4.73 1.96 1.207
C 1.72 5.72 2.28 -0.355
C 1.50 7.07 2.63 -0.056
C 2.57 7.89 2.91 -0.031
C 3.87 7.38 2.85 -0.008
C 4.09 6.04 2.51 -0.039
C 3.03 5.21 2.23 -0.067
C -1.00 5.66 1.19 -0.385
C -0.74 6.31 -0.03 -0.090
C -1.74 7.05 -0.62 -0.047
C -2.98 7.18 0.00 -0.030
C -3.23 6.56 1.22 -0.040
C -2.24 5.80 1.82 -0.082
H 1.29 3.44 0.17 0.048
H 1.51 2.70 1.74 0.040
H -3.23 2.93 1.93 0.104
H -4.08 2.99 4.23 0.126
H -2.71 2.13 6.10 0.123
H -0.46 1.21 5.66 0.116
H 0.41 1.13 3.36 0.085
H -3.46 1.75 0.13 0.091
H -4.73 2.64 -1.77 0.123
H -3.58 3.91 -3.55 0.122
H -1.15 4.35 -3.39 0.120
H 0.12 3.56 -1.46 0.086
H 0.49 7.46 2.68 0.118
H 2.41 8.92 3.18 0.127
H 4.71 8.02 3.07 0.128
H 5.11 5.67 2.44 0.111
H 3.22 4.18 1.96 0.090
H 0.23 6.23 -0.50 0.119
H -1.56 7.56 -1.56 0.122
H -3.76 7.77 -0.46 0.124
H -4.19 6.68 1.70 0.122
H -2.42 5.33 2.78 0.102
C 0.13 -0.48 -3.16 0.010
C 1.23 -1.36 -2.67 -0.352
N 1.50 -1.61 -1.40 -0.006
C 2.62 -2.42 -1.38 -0.102
C 3.03 -2.64 -2.65 -0.028
N 2.15 -1.96 -3.46 0.010
C 2.31 -1.69 -4.89 -0.038
N 2.69 -0.33 -5.08 -0.049
N 1.77 0.55 -5.57 0.058
N 2.24 1.73 -5.53 0.097
C 3.51 1.68 -4.98 -0.238
C 4.44 2.70 -4.75 -0.030
C 5.65 2.33 -4.19 -0.083
C 5.94 0.99 -3.88 -0.061
C 5.04 -0.03 -4.11 0.004
C 3.81 0.35 -4.68 -0.166
H -0.50 -0.17 -2.33 0.062
H -0.51 -1.00 -3.87 0.101
H 0.52 0.41 -3.66 0.059
H 3.07 -2.77 -0.46 0.104
H 3.85 -3.21 -3.05 0.135
H 1.37 -1.84 -5.41 0.147
H 3.06 -2.38 -5.27 0.153
H 4.22 3.72 -5.02 0.131
H 6.41 3.08 -4.02 0.121
H 6.91 0.74 -3.47 0.119
H 5.29 -1.06 -3.90 0.110
```

Output
Orbital gap (alpha / beta) ... 7.11 / 5.85 eV
Net charge ... +3
Spin multiplicity ... 5
HOMO level (alpha / beta) ... -14.8 / -15.3 eV
Energy relative to the best compared isomer or geometry (same formula, charge and spin) ... 11.1 kcal/mol

***

[6]
Entry from the Open Molecules 2025 dataset: a molecular structure, C2H5NO in a non-equilibrium geometry (ωB97M-V/def2-TZVPD).

```
9
Properties=species:S:1:pos:R:3:lowdin_charge:R:1
C -1.31 -0.15 -0.05 -0.063
C 0.52 0.56 0.07 -0.544
O 0.78 1.68 0.24 0.166
N 0.20 -0.61 -0.12 0.054
H -1.62 0.34 0.89 0.093
H -1.74 -1.12 -0.13 0.066
H -1.62 0.50 -0.88 0.092
H 2.50 -0.33 -0.25 0.065
H 2.28 -0.86 0.22 0.071
```

Output
Orbital gap ... 11.51 eV
HOMO level ... -10.6 eV
Energy relative to the best compared isomer or geometry (same formula, charge and spin) ... 66.2 kcal/mol

***

Question: The lowest energy relative to the best compared isomer or geometry (same formula, charge and spin) belongs to which entry?
Answer: C62H52N8O4P3Pd